[1]
A 7-piece molecular cluster, C17H50Cl2O20P4 overall at a distorted geometry. Source: OMol25; level of theory: wB97M-V/def2-TZVPD.

Calculated values
* LUMO energy: 0.099 eV
* gap between HOMO and LUMO: 9.03 eV
* SMILES string: COP(=O)(OC)OC.COP(=O)(OC)OC.COP(=O)(OC)OC.COP(=O)(OC)OC.ClCCl.OCCO.OCCO
* relative energy (zero: lowest compared OMol25 entry of this formula, charge and spin): 179.63 kJ/mol

ORCA input file:
```
! wB97M-V def2-TZVPD RIJCOSX def2/J DEFGRID3
* xyz 0 1
C -20.883 -6.765 -3.118
O -21.806 -6.875 -4.214
P -22.636 -5.533 -4.693
O -23.708 -5.766 -5.703
O -23.270 -4.810 -3.351
C -24.312 -3.885 -3.469
O -21.485 -4.507 -5.197
C -20.519 -4.991 -6.146
H -20.925 -7.574 -2.388
H -20.875 -5.865 -2.504
H -19.895 -6.827 -3.573
H -24.929 -3.987 -4.362
H -23.844 -2.913 -3.310
H -24.871 -4.126 -2.565
H -20.360 -4.108 -6.764
H -20.895 -5.678 -6.903
H -19.532 -5.232 -5.751
C -12.854 -8.419 -8.556
O -14.074 -8.942 -8.120
P -14.999 -8.070 -7.113
O -14.274 -7.294 -6.058
O -15.994 -9.135 -6.523
C -15.489 -10.118 -5.504
O -15.894 -7.187 -8.121
C -16.847 -6.300 -7.632
H -12.755 -7.351 -8.752
H -12.679 -8.765 -9.574
H -11.973 -8.767 -8.017
H -15.571 -11.078 -6.014
H -16.237 -9.994 -4.721
H -14.512 -9.892 -5.076
H -17.120 -6.570 -6.612
H -17.782 -6.382 -8.186
H -16.418 -5.307 -7.766
C -20.184 -2.686 -3.169
O -21.435 -2.501 -2.568
P -21.858 -0.973 -2.082
O -21.777 0.067 -3.146
O -20.857 -0.761 -0.850
C -20.944 0.402 -0.056
O -23.324 -1.312 -1.436
C -23.533 -2.133 -0.325
H -19.448 -2.016 -2.725
H -20.307 -2.486 -4.233
H -19.803 -3.701 -3.057
H -21.233 0.125 0.958
H -21.654 1.142 -0.426
H -19.951 0.825 0.093
H -23.985 -1.469 0.412
H -22.622 -2.615 0.029
H -24.168 -2.966 -0.627
C -15.867 -7.579 1.011
O -15.310 -6.742 -0.004
P -13.791 -7.013 -0.524
O -13.398 -6.459 -1.824
O -12.913 -6.463 0.701
C -12.037 -5.388 0.539
O -13.769 -8.620 -0.478
C -14.420 -9.330 -1.554
H -16.756 -8.089 0.639
H -16.218 -6.818 1.707
H -15.261 -8.318 1.536
H -11.019 -5.590 0.872
H -12.354 -4.595 1.217
H -12.142 -4.896 -0.428
H -15.325 -8.869 -1.950
H -14.850 -10.255 -1.170
H -13.694 -9.587 -2.326
C -10.787 -5.955 -3.548
C -11.441 -7.181 -4.274
O -11.640 -7.106 -5.661
O -11.670 -4.948 -3.136
H -9.939 -5.543 -4.094
H -10.394 -6.231 -2.569
H -12.426 -7.326 -3.832
H -10.961 -8.120 -3.999
H -12.581 -7.121 -5.847
H -12.358 -5.403 -2.645
C -18.580 -5.030 0.095
C -19.562 -4.004 0.751
O -20.156 -4.477 1.931
O -19.306 -6.176 -0.302
H -17.773 -5.345 0.756
H -18.118 -4.576 -0.781
H -20.448 -3.797 0.150
H -19.008 -3.066 0.777
H -20.602 -3.778 2.416
H -20.071 -6.103 0.274
C -16.189 -5.491 -3.292
Cl -16.989 -4.100 -3.929
Cl -17.053 -6.993 -3.753
H -15.162 -5.493 -3.657
H -16.190 -5.447 -2.203
*
```

Here are the Mulliken charges for atoms 1 to 5, given in e:
1 C -0.328
2 O -0.432
3 P 0.973
4 O -0.765
5 O -0.157

=====

[2]
One molecule with the formula C4H4N2 at a distorted geometry. Source: OMol25; level of theory: wB97M-V/def2-TZVPD.

Calculated values
* LUMO energy: 1.050 eV
* gap between HOMO and LUMO: 10.27 eV
* SMILES string: C1=N[C@@H]1[C@H]1C=N1
* relative energy (zero: lowest compared OMol25 entry of this formula, charge and spin): 541.33 kJ/mol

ORCA input file:
```
! wB97M-V def2-TZVPD RIJCOSX def2/J DEFGRID3
* xyz 0 1
C -0.745 -0.601 -0.373
C 1.879 -0.203 0.440
C -2.295 -0.932 -0.332
C 0.736 -1.032 0.294
N -1.819 -0.153 0.514
N 1.841 -0.821 -0.685
H -0.384 0.134 -1.216
H 2.352 0.576 0.949
H -2.983 -1.633 -0.728
H 0.727 -2.016 0.870
*
```

Here are the natural (NBO) charges for atoms 1 to 5, given in e:
1 C -0.186
2 C 0.055
3 C 0.093
4 C -0.145
5 N -0.316

=====

[3]
C25H40FeN6O7PS3 as an isolated structure at a distorted geometry. Source: OMol25; level of theory: wB97M-V/def2-TZVPD.

Calculated values
* expectation value of S²: 6.0105
* LUMO energy (alpha / beta): 1.740 / 1.734 eV
* gap between HOMO and LUMO (alpha / beta): 6.52 / 6.43 eV

ORCA input file:
```
! wB97M-V def2-TZVPD RIJCOSX def2/J DEFGRID3
* xyz -1 5
Fe -0.367 0.757 1.131
N -2.672 1.533 1.483
C -3.325 0.690 2.478
C -2.310 0.187 3.521
O -2.699 -0.163 4.638
N -1.059 0.172 3.077
C -0.051 -0.326 3.980
C 1.366 0.045 3.482
O 2.319 -0.147 4.229
O 1.429 0.508 2.305
H -3.234 1.607 0.643
H -2.524 2.465 1.858
H -4.142 1.201 3.009
H -3.745 -0.190 1.979
H -0.197 0.061 4.996
H -0.079 -1.425 4.037
O 2.612 7.470 0.944
C 3.046 6.349 0.193
C 2.094 5.207 0.422
C 1.865 4.739 1.717
C 0.989 3.682 1.888
N 0.357 3.083 0.888
C 0.574 3.518 -0.370
C 1.434 4.593 -0.622
C -0.112 2.785 -1.431
C 0.036 3.058 -2.796
C -0.598 2.260 -3.735
C -0.423 2.501 -5.214
O -1.112 3.654 -5.664
C -1.433 1.239 -3.273
C -1.553 1.053 -1.910
N -0.894 1.769 -1.009
H 3.223 8.199 0.797
H 4.053 6.039 0.516
H 3.086 6.595 -0.878
H 2.352 5.217 2.553
H 0.787 3.290 2.877
H 1.598 4.937 -1.630
H 0.656 3.874 -3.138
H -0.755 1.615 -5.777
H 0.629 2.683 -5.449
H -2.029 3.586 -5.378
H -1.991 0.621 -3.960
H -2.218 0.294 -1.519
C -0.152 -4.057 -2.948
C -1.228 -3.025 -2.628
C -2.181 -2.773 -3.788
O -1.954 -3.488 -1.498
P -2.358 -2.415 -0.333
S -3.952 -1.378 -0.829
S -0.561 -1.566 0.127
O -2.800 -3.422 0.822
C -1.849 -4.219 1.526
C -1.940 -5.655 1.026
C -2.157 -4.107 3.011
H 0.440 -3.721 -3.794
H -0.602 -5.018 -3.187
H 0.500 -4.182 -2.084
H -0.738 -2.077 -2.357
H -2.644 -3.704 -4.102
H -1.644 -2.337 -4.626
H -2.963 -2.091 -3.461
H -0.845 -3.816 1.328
H -2.943 -6.039 1.205
H -1.213 -6.277 1.545
H -1.744 -5.684 -0.043
H -3.160 -4.475 3.213
H -2.098 -3.068 3.327
H -1.435 -4.690 3.577
C 4.206 -0.916 2.082
N 3.985 -0.082 0.918
C 3.021 -0.244 -0.007
S 2.511 1.094 -0.873
N 2.574 -1.442 -0.408
C 2.987 -2.771 -0.040
H 4.283 -0.284 2.965
H 5.125 -1.505 1.970
H 3.363 -1.580 2.254
H 4.184 0.898 1.069
H 1.723 -1.397 -0.955
H 3.974 -2.762 0.411
H 3.027 -3.371 -0.951
H 2.275 -3.239 0.644
*
```

Here are the Mulliken charges for atoms 1 to 5, given in e:
1 Fe 1.397
2 N -0.389
3 C -0.546
4 C 0.378
5 O -0.797

=====

[4]
A 13-piece molecular cluster, C27H51BCl6N5O30 overall at a distorted geometry. Source: OMol25; level of theory: wB97M-V/def2-TZVPD.

Calculated values
* LUMO energy: 1.309 eV
* gap between HOMO and LUMO: 9.88 eV
* relative energy (zero: lowest compared OMol25 entry of this formula, charge and spin): 0.00 kJ/mol

ORCA input file:
```
! wB97M-V def2-TZVPD RIJCOSX def2/J DEFGRID3
* xyz -1 1
O 3.523 1.582 -0.401
C 2.638 0.893 0.155
O 2.101 -0.116 -0.362
B 1.081 -0.595 0.568
O 1.294 0.091 1.842
C 2.123 1.095 1.596
O 2.497 2.026 2.281
O 1.245 -2.086 0.680
C 0.123 -2.602 0.252
O -0.114 -3.789 0.180
C -0.880 -1.510 -0.168
O -0.281 -0.358 0.048
O -1.958 -1.731 -0.793
Cl -3.621 0.263 -6.315
C -2.214 -0.355 -5.350
C -2.669 -1.210 -4.235
Cl -3.323 -2.813 -4.768
H -1.690 0.519 -4.962
H -1.547 -0.990 -5.934
H -3.351 -0.814 -3.483
H -1.805 -1.569 -3.675
Cl 3.801 5.756 -0.515
C 2.935 4.737 0.619
C 1.574 5.351 1.081
Cl 1.705 6.696 2.125
H 3.583 4.280 1.367
H 2.740 3.781 0.134
H 0.976 4.659 1.674
H 0.961 5.607 0.217
Cl 0.240 4.735 -2.262
C 0.503 3.037 -2.869
C -0.199 1.880 -2.052
Cl -1.950 1.940 -2.187
H 1.569 2.826 -2.961
H 0.039 3.033 -3.855
H -0.041 1.930 -0.975
H 0.124 0.903 -2.412
C 1.988 -6.733 0.506
N 3.114 -6.410 1.394
O 4.209 -7.031 1.195
O 2.977 -5.482 2.229
H 1.089 -6.913 1.094
H 2.331 -7.567 -0.106
H 1.917 -5.818 -0.082
C -4.163 -0.025 1.117
N -4.633 1.316 1.526
O -4.053 2.250 1.125
O -5.542 1.358 2.311
H -4.096 0.044 0.031
H -4.833 -0.733 1.605
H -3.097 -0.117 1.323
C 1.898 4.930 4.870
N 1.606 4.806 6.285
O 2.306 5.508 7.052
O 0.721 4.028 6.681
H 2.661 5.709 4.861
H 0.995 5.240 4.344
H 2.343 4.086 4.341
C 2.477 1.132 5.559
N 1.933 -0.301 5.539
O 1.364 -0.775 6.525
O 2.144 -0.963 4.574
H 1.652 1.662 5.084
H 3.363 1.131 4.923
H 2.548 1.465 6.594
C -3.140 -5.278 -0.513
N -2.715 -6.386 0.470
O -2.810 -6.107 1.659
O -2.539 -7.543 0.101
H -2.278 -4.967 -1.103
H -3.574 -4.360 -0.115
H -3.841 -5.841 -1.130
C 6.154 1.393 -2.691
O 6.334 0.496 -3.813
C 7.342 0.924 -4.694
O 7.685 2.022 -4.827
O 7.723 -0.046 -5.552
C 7.399 -1.454 -5.411
H 7.042 1.548 -2.077
H 5.379 1.233 -1.941
H 5.793 2.284 -3.204
H 8.062 -1.991 -6.089
H 6.340 -1.595 -5.628
H 7.534 -1.784 -4.380
C -9.426 -0.127 0.563
O -8.575 -0.711 -0.419
C -7.381 -1.113 -0.189
O -6.895 -1.192 0.950
O -6.971 -1.651 -1.239
C -5.620 -2.300 -1.430
H -9.018 0.864 0.762
H -9.574 -0.695 1.482
H -10.417 -0.008 0.124
H -4.824 -1.649 -1.072
H -5.385 -2.699 -2.417
H -5.638 -3.190 -0.801
C 2.979 0.187 -3.874
O 2.498 -0.875 -3.092
C 1.488 -1.669 -3.484
O 0.797 -1.446 -4.472
O 1.404 -2.677 -2.640
C 0.642 -3.849 -3.037
H 2.199 0.716 -4.422
H 3.747 -0.039 -4.614
H 3.430 0.944 -3.233
H 0.911 -4.125 -4.057
H -0.443 -3.751 -3.011
H 0.920 -4.789 -2.562
C -2.423 3.047 6.424
O -2.512 2.699 5.062
C -1.511 2.199 4.299
O -0.572 1.395 4.570
O -1.884 2.649 3.037
C -1.109 2.361 1.913
H -1.499 3.624 6.446
H -2.353 2.135 7.017
H -3.232 3.697 6.757
H -0.047 2.466 2.137
H -1.310 2.849 0.959
H -1.236 1.297 1.716
*
```

Here are the Mulliken charges for atoms 1 to 5, given in e:
1 O -0.672
2 C -0.019
3 O -0.633
4 B 0.976
5 O -0.024

=====

[5]
One molecule with the formula C5H8S3 at a distorted geometry. Source: OMol25; level of theory: wB97M-V/def2-TZVPD.

Calculated values
* LUMO energy: 0.665 eV
* gap between HOMO and LUMO: 9.65 eV
* SMILES string: S[C@H]1[C@H]2S[C@H]2C[C@@H]1S
* relative energy (zero: lowest compared OMol25 entry of this formula, charge and spin): 124.84 kJ/mol

ORCA input file:
```
! wB97M-V def2-TZVPD RIJCOSX def2/J DEFGRID3
* xyz 0 1
C -0.279 0.554 0.717
C 1.172 0.500 1.310
C 1.873 -0.376 0.373
C 0.981 -1.121 -0.565
C -0.437 -0.757 -0.170
H -1.092 0.338 2.967
H -0.461 1.299 -0.135
H 1.647 1.415 1.521
H 1.113 0.001 2.340
H 2.813 -0.816 0.925
H 1.231 -2.183 -0.866
H -0.891 -1.612 0.422
H -1.056 -0.327 -2.578
S -1.696 1.054 1.801
S 2.004 0.225 -1.334
S -1.756 -0.710 -1.379
*
```

Here are the natural (NBO) charges for atoms 1 to 5, given in e:
1 C -0.338
2 C -0.438
3 C -0.301
4 C -0.291
5 C -0.394

=====

[6]
One molecule with the formula C6H9NO3 at a distorted geometry. Source: OMol25; level of theory: wB97M-V/def2-TZVPD.

Calculated values
* LUMO energy: 0.083 eV
* gap between HOMO and LUMO: 7.70 eV
* relative energy (zero: lowest compared OMol25 entry of this formula, charge and spin): 408.26 kJ/mol

ORCA input file:
```
! wB97M-V def2-TZVPD RIJCOSX def2/J DEFGRID3
* xyz 0 1
C 2.507 -0.538 0.038
C 2.804 0.824 -0.002
C 1.242 -1.151 0.070
C 0.861 1.847 0.092
C -0.058 -0.357 0.448
C -1.277 -1.266 0.331
N -0.136 0.817 -0.354
O 3.719 1.594 -0.126
O 0.998 -2.334 -0.249
O 3.591 -1.350 -0.125
H 0.721 2.003 1.130
H 0.835 2.851 -0.467
H 0.045 0.097 1.512
H -1.177 -2.208 0.922
H -1.242 -1.545 -0.779
H -2.319 -0.962 0.746
H -1.216 1.062 -0.474
H 0.121 0.709 -1.319
H 3.268 -2.248 -0.375
*
```

Here are the natural (NBO) charges for atoms 1 to 5, given in e:
1 C -0.102
2 C 0.646
3 C 0.443
4 C -0.471
5 C -0.131